ORCA calculation (the ωB97M-V functional and the def2-TZVPD basis) on a structure of composition CH5N3O2S in a non-equilibrium geometry.

Geometry (Å):
C: 0.145 0.943 0.312
N: -0.941 1.215 -0.590
N: -0.282 -0.510 0.727
N: 0.528 -1.451 -0.011
O: -2.736 0.427 0.901
O: -2.376 -0.938 -1.110
S: -1.841 -0.153 -0.032
H: 1.074 0.786 -0.203
H: 0.157 1.480 1.299
H: -1.338 2.243 -0.515
H: 0.676 -2.394 0.390
H: 0.259 -1.604 -0.918

Computed properties:
HOMO (eV): -10.01
Calculated total energy (hartree): -753.9287
ΔE to the lowest compared entry with this formula, charge and spin (kcal per mole): 68.3
Orbital gap (Ha): 0.39885

---

ORCA calculation (the ωB97M-V functional and the def2-TZVPD basis) on the molecule CH5N3OS in a non-equilibrium geometry.

Geometry (Å):
C: 1.023 0.023 -0.203
N: 0.473 0.804 0.889
N: 0.073 -1.093 -0.210
N: -0.888 0.808 0.637
O: -2.079 -0.257 -1.304
S: -1.519 -0.707 -0.045
H: 1.197 0.574 -1.121
H: 2.025 -0.347 0.278
H: 0.595 0.517 1.871
H: 0.281 -1.914 -0.802
H: -1.180 1.594 0.010

Computed properties:
HOMO (eV): -9.41
Calculated total energy (hartree): -678.7158
ΔE to the lowest compared entry with this formula, charge and spin (kcal per mole): 37.8
Orbital gap (Ha): 0.37521

---

ORCA calculation (the ωB97M-V functional and the def2-TZVPD basis) on the molecule CH5N3S in a non-equilibrium geometry.

Geometry (Å):
C: -1.719 0.644 0.285
S: -0.154 1.273 1.093
N: 1.055 0.348 0.573
N: 0.766 -0.639 -0.148
N: 1.877 -1.278 -0.508
H: -1.849 0.571 -0.848
H: -2.464 1.475 0.449
H: -1.922 -0.322 0.696
H: 1.842 -1.334 -1.560
H: 2.568 -0.738 -0.031

Computed properties:
HOMO (eV): -8.35
Calculated total energy (hartree): -603.4584
SMILES: CS/N=N/N
ΔE to the lowest compared entry with this formula, charge and spin (kcal per mole): 54.9
Orbital gap (Ha): 0.34420

---

ORCA calculation (the ωB97M-V functional and the def2-TZVPD basis) on the molecule CH5N3S in a non-equilibrium geometry.

Geometry (Å):
N: -0.909 -1.108 -1.312
N: 0.137 -0.341 -0.642
C: -0.075 0.433 0.566
N: 0.897 1.405 0.737
S: -1.289 0.190 1.633
H: -1.781 -0.861 -0.892
H: -0.664 -2.153 -1.162
H: 0.956 -0.313 -1.183
H: 1.851 0.946 0.562
H: 0.878 1.802 1.694

Computed properties:
HOMO (eV): -8.64
Calculated total energy (hartree): -603.5164
SMILES: NNC(N)=S
ΔE to the lowest compared entry with this formula, charge and spin (kcal per mole): 18.5
Orbital gap (Ha): 0.34120

---

ORCA calculation (the ωB97M-V functional and the def2-TZVPD basis) on a cluster of 2 separate species, CH5N5OS in total in a non-equilibrium geometry.

Geometry (Å):
C: -0.839 0.465 -0.075
N: 1.759 1.957 0.379
N: -1.777 1.158 -0.177
N: -1.353 -1.752 0.359
N: -0.382 -0.797 0.031
N: 2.722 1.107 0.642
O: -2.435 2.139 -0.132
S: 2.904 -0.190 -0.112
H: 0.938 1.726 -0.064
H: 1.734 2.967 0.752
H: -2.109 -1.617 -0.306
H: -1.632 -1.672 1.406
H: 0.141 -1.167 -0.687

Computed properties:
HOMO (eV): -8.26
Calculated total energy (hartree): -788.0683
ΔE to the lowest compared entry with this formula, charge and spin (kcal per mole): 39.7
Orbital gap (Ha): 0.29781

---

ORCA calculation (the ωB97M-V functional and the def2-TZVPD basis) on the molecule CH5N7 in a non-equilibrium geometry.

Geometry (Å):
N: -1.963 -0.386 -0.265
N: -1.028 -1.379 0.116
C: 0.200 -0.917 0.026
N: 1.309 -1.699 0.245
N: 2.305 -0.927 0.035
N: 1.946 0.308 -0.507
N: 0.476 0.397 -0.430
N: 0.110 1.425 0.462
H: -3.017 -0.746 0.159
H: -1.846 -0.171 -1.376
H: 2.350 1.156 -0.087
H: -0.013 1.119 1.444
H: -0.831 1.819 0.178

Computed properties:
HOMO (eV): -8.36
Calculated total energy (hartree): -424.2075
SMILES: N/N=c1/nn[nH]n1N
ΔE to the lowest compared entry with this formula, charge and spin (kcal per mole): 33.0
Orbital gap (Ha): 0.30384

---

Please write out number 2 again, unchanged.
ORCA calculation (the ωB97M-V functional and the def2-TZVPD basis) on the molecule CH5N3OS in a non-equilibrium geometry.

Geometry (Å):
C: 1.023 0.023 -0.203
N: 0.473 0.804 0.889
N: 0.073 -1.093 -0.210
N: -0.888 0.808 0.637
O: -2.079 -0.257 -1.304
S: -1.519 -0.707 -0.045
H: 1.197 0.574 -1.121
H: 2.025 -0.347 0.278
H: 0.595 0.517 1.871
H: 0.281 -1.914 -0.802
H: -1.180 1.594 0.010

Computed properties:
HOMO (eV): -9.41
Calculated total energy (hartree): -678.7158
ΔE to the lowest compared entry with this formula, charge and spin (kcal per mole): 37.8
Orbital gap (Ha): 0.37521

---

- Among the records above, which one has the highest ΔE to the lowest compared entry with this formula, charge and spin?
  CH5N3O2S